Density functional theory data (the ωB97M-V functional and the def2-TZVPD basis) for an isolated molecule of C2H4N2O2 at a distorted geometry.

Each line ends with the Löwdin charge.
CARTESIAN COORDINATES (ANGSTROEM)
C: 0.939 -0.098 -0.125  -0.544
C: -1.255 -0.621 0.054  -0.293
H: 2.575 0.561 -0.167  0.023
H: 0.011 1.595 0.810  0.096
H: -1.497 -0.514 1.069  0.123
H: -1.944 -1.181 -0.617  0.172
N: 2.139 -0.286 -0.249  0.196
N: 0.109 1.179 -0.086  0.197
O: -1.210 0.452 -0.537  -0.033
O: 0.133 -1.085 -0.152  0.062

Cartesian forces (eV/Å) of the 3 atoms listed first:
C -2.30 2.55 0.30
C 1.13 -6.03 0.15
H 2.00 2.69 -0.11

Output
gap between HOMO and LUMO	10.9	eV
energy relative to the best compared isomer or geometry (same formula, charge and spin)	5.269	eV
HOMO	-10.2	eV
M	88.07	g mol⁻¹